[1]
DFT (ωB97M-V/def2-TZVPD) results for a molecular structure, C6H8OPZn in a non-equilibrium geometry.

Structure (XYZ):
```
17
Properties=species:S:1:pos:R:3
Zn -1.902 -0.452 0.850
P -2.083 -1.461 -1.268
O 0.868 -2.547 1.416
C 0.059 2.028 -0.909
C 0.045 -1.751 1.216
C 1.382 2.077 -1.414
C 1.489 2.002 0.879
C 2.287 2.022 -0.308
C 0.136 1.875 0.523
H -1.510 -2.688 -1.627
H 1.682 2.127 -2.452
H -2.106 -0.969 -2.603
H 3.377 2.037 -0.363
H 1.882 2.092 1.894
H -0.690 1.980 1.227
H -0.864 2.037 -1.485
H -3.385 -1.939 -1.315
```

Output
Net charge: -1
Gap between HOMO and LUMO, eV: 5.4
HOMO, eV: -2.533

---

[2]
DFT (ωB97M-V/def2-TZVPD) results for a single C6H8OS molecule in a non-equilibrium geometry.

Structure (XYZ):
```
16
Properties=species:S:1:pos:R:3
S 2.599 0.049 -0.798
O -0.065 -0.094 -0.400
C -1.607 1.648 0.170
C -2.367 -0.637 -0.397
C -1.321 0.360 -0.119
C -3.239 -1.439 -0.502
C 1.028 0.766 -0.313
C 2.632 -1.175 0.533
H -4.013 -2.218 -0.623
H -2.668 1.865 0.149
H -0.905 2.470 0.207
H 2.448 -0.768 1.519
H 0.921 1.607 -0.959
H 3.587 -1.668 0.566
H 1.867 -1.926 0.254
H 1.102 1.160 0.716
```

Output
Net charge: 0
Gap between HOMO and LUMO, eV: 9.9
SMILES: C#CC(=C)OCSC
Energy relative to the best compared isomer or geometry (same formula, charge and spin), kcal/mol: 72.3
HOMO, eV: -9.031

---

[3]
DFT (ωB97M-V/def2-TZVPD) results for a single C6H8OS molecule in a non-equilibrium geometry.

Structure (XYZ):
```
16
Properties=species:S:1:pos:R:3
S -0.342 -1.854 0.670
O -0.520 -0.418 -1.613
C 0.897 -2.094 -0.824
C 0.245 1.149 0.532
C -1.100 0.654 0.347
C 0.686 -1.256 -1.738
C -1.194 -0.730 -0.429
C 0.770 1.716 1.703
H 0.322 1.386 2.729
H 1.730 -2.947 -0.524
H -1.457 0.570 1.346
H 1.386 -1.038 -2.503
H 1.708 2.553 1.518
H 0.901 1.906 -0.267
H -2.273 -0.984 -0.641
H -1.759 1.388 -0.308
```

Output
Net charge: 0
Gap between HOMO and LUMO, eV: 9.0
SMILES: C=CC[C@H]1OC=CS1
Energy relative to the best compared isomer or geometry (same formula, charge and spin), kcal/mol: 116.6
HOMO, eV: -8.259

---

[4]
DFT (ωB97M-V/def2-TZVPD) results for 2 unconnected molecules or ions with the total composition C6H8OS2 in a non-equilibrium geometry.

Structure (XYZ):
```
17
Properties=species:S:1:pos:R:3
S -2.646 -1.540 0.205
S 2.347 -1.843 0.215
O -0.829 0.988 1.289
C 0.302 1.218 -0.837
C 0.071 1.973 1.304
C -0.723 0.467 0.026
C 0.678 2.278 0.161
C 1.006 -2.609 0.481
C -1.361 -0.524 -0.505
H 0.528 -3.531 0.015
H 0.255 2.494 2.257
H 0.211 -2.297 1.261
H 1.366 3.015 -0.005
H 0.935 0.415 -1.135
H -0.080 1.733 -1.724
H -0.892 -0.941 -1.370
H -2.800 -1.006 1.551
```

Output
Net charge: 0
Gap between HOMO and LUMO, eV: 7.7
SMILES: S/C=C1/CC=CO1.C=S
Energy relative to the best compared isomer or geometry (same formula, charge and spin), kcal/mol: 43.4
HOMO, eV: -7.999

---

[5]
DFT (ωB97M-V/def2-TZVPD) results for a single C6H8OSi molecule in a non-equilibrium geometry.

Structure (XYZ):
```
16
Properties=species:S:1:pos:R:3
Si -0.896 -0.998 -0.261
O 0.569 0.023 -0.836
C 0.272 -3.828 0.011
C 0.809 1.295 -0.245
C 0.858 2.387 -1.328
C -1.294 -0.533 1.507
C -1.511 -0.330 2.690
C -0.053 -2.656 -0.198
H 0.168 1.467 0.669
H 1.270 3.265 -0.977
H -2.137 -1.068 -1.058
H -1.765 -0.075 3.663
H 1.984 1.097 0.092
H -0.189 2.793 -1.723
H 1.385 1.995 -2.252
H 0.531 -4.835 0.244
```

Output
Net charge: 0
Gap between HOMO and LUMO, eV: 10.3
SMILES: C#C[SiH](C#C)OCC
Energy relative to the best compared isomer or geometry (same formula, charge and spin), kcal/mol: 56.7
HOMO, eV: -9.826

---

[6]
DFT (ωB97M-V/def2-TZVPD) results for a single C6H8S molecule in a non-equilibrium geometry.

Structure (XYZ):
```
15
Properties=species:S:1:pos:R:3
S -3.289 -0.160 -0.247
C -0.129 1.256 -0.179
C -0.356 -0.165 -0.042
C -1.561 -0.628 0.489
C 0.028 2.436 0.159
C 0.716 -1.084 0.080
C 2.109 -0.691 -0.262
H 0.184 -1.981 0.160
H -2.630 1.126 -0.965
H -1.548 0.088 1.485
H -1.687 -1.684 0.574
H 2.776 -1.427 0.098
H 2.346 0.349 -0.225
H 2.271 -0.892 -1.343
H 0.769 3.458 0.218
```

Output
Net charge: 0
Gap between HOMO and LUMO, eV: 8.9
SMILES: C#C/C(=C\C)CS
Energy relative to the best compared isomer or geometry (same formula, charge and spin), kcal/mol: 121.6
HOMO, eV: -8.485